94
Properties=species:S:1:pos:R:3 method="wB97M-V/def2-TZVPD" total_charge=+3 molar_mass_g_mol=660.91
V 0.303 -1.067 1.304
N 1.578 1.171 3.340
C 2.507 0.188 3.007
C 3.744 0.305 3.640
C 4.720 -0.627 3.406
C 4.437 -1.671 2.536
C 3.200 -1.723 1.943
N 2.211 -0.804 2.151
C 0.384 1.531 2.807
C -0.081 2.796 3.382
C -1.282 3.379 3.345
C -2.528 2.963 2.677
C -1.307 1.250 1.053
N -0.164 0.783 1.894
H 1.913 1.798 4.066
H 3.923 1.135 4.309
H 5.684 -0.542 3.885
H 5.163 -2.438 2.319
H 2.961 -2.520 1.270
H 0.685 3.315 3.947
H -1.356 4.314 3.889
H -2.845 3.791 2.038
H -1.680 0.326 0.602
N -1.342 -2.314 0.677
C -2.321 -3.130 1.465
C -2.412 -2.750 2.931
C -1.086 -2.864 3.664
N -0.235 -1.680 3.361
H -1.871 -1.769 -0.003
H -0.787 -2.932 0.094
H -2.022 -4.177 1.381
H -3.298 -3.042 0.987
H -3.138 -3.415 3.400
H -2.816 -1.738 3.046
H -0.542 -3.762 3.357
H -1.242 -2.930 4.744
H 0.628 -1.764 3.901
H -0.711 -0.869 3.764
O -0.067 -0.311 -1.413
N 0.329 -0.590 -0.264
C -3.352 2.059 -3.041
C -2.576 0.844 -2.484
C -3.445 0.266 -1.363
C -2.502 -0.217 -3.596
Si -0.835 1.352 -1.886
C 0.413 1.860 -3.248
C 1.693 2.569 -2.789
C 0.889 0.580 -3.976
C -0.262 2.782 -4.279
C -0.821 2.196 -0.136
C 0.581 2.755 0.148
C -1.738 3.425 -0.322
C -2.516 1.644 1.924
H -4.335 1.710 -3.356
H -2.882 2.505 -3.910
H -3.515 2.837 -2.305
H -4.414 -0.006 -1.779
H -3.634 0.982 -0.566
H -3.040 -0.649 -0.930
H -3.516 -0.536 -3.836
H -1.941 -1.103 -3.302
H -2.070 0.174 -4.512
H 2.223 2.034 -2.003
H 1.515 3.593 -2.468
H 2.361 2.623 -3.648
H 1.592 0.011 -3.371
H 1.413 0.895 -4.880
H 0.093 -0.085 -4.283
H -0.717 3.666 -3.834
H -1.011 2.264 -4.873
H 0.505 3.131 -4.971
H 0.849 3.480 -0.613
H 1.364 1.997 0.172
H 0.594 3.300 1.090
H -1.549 3.905 -1.284
H -1.525 4.181 0.430
H -2.795 3.184 -0.287
H -2.642 0.826 2.640
H -3.409 1.611 1.297
H -3.308 2.921 3.446
S 1.792 -5.688 -0.589
C 1.031 -4.523 0.379
N 1.298 -3.264 0.136
C 2.236 -3.174 -0.903
C 2.838 -2.012 -1.402
C 3.758 -2.130 -2.421
C 4.098 -3.381 -2.959
C 3.537 -4.537 -2.465
C 2.612 -4.417 -1.427
H 0.351 -4.834 1.154
H 2.614 -1.038 -0.984
H 4.236 -1.244 -2.811
H 4.819 -3.438 -3.759
H 3.808 -5.503 -2.863

52
Properties=species:S:1:pos:R:3 method="wB97M-V/def2-TZVPD" smiles="CCCn1nc(C(=O)OCC(=O)c2c(N)n(C)c(=O)n(C)c2=O)c2ccccc2c1=O" e_above_lowest_ev=0.000 total_charge=0 molar_mass_g_mol=427.42
C 4.091 3.279 0.856
C 4.125 2.312 2.032
C 2.794 1.579 2.211
N 2.507 0.716 1.081
N 1.677 1.215 0.182
C 1.405 0.563 -0.902
C 0.447 1.204 -1.847
O 0.558 1.207 -3.044
O -0.557 1.778 -1.176
C -1.676 2.185 -1.948
C -2.962 1.839 -1.221
O -3.843 2.695 -1.155
C -3.062 0.545 -0.581
C -4.057 0.335 0.389
N -5.012 1.239 0.588
N -4.059 -0.802 1.138
C -5.070 -1.012 2.158
C -3.103 -1.812 0.987
O -3.102 -2.776 1.718
N -2.221 -1.642 -0.036
C -1.264 -2.710 -0.280
C -2.166 -0.542 -0.906
O -1.416 -0.598 -1.860
C 1.956 -0.738 -1.181
C 1.662 -1.490 -2.325
C 2.211 -2.742 -2.481
C 3.059 -3.278 -1.512
C 3.358 -2.554 -0.381
C 2.810 -1.282 -0.202
C 3.131 -0.519 1.005
O 3.869 -0.897 1.897
H 5.048 3.785 0.756
H 3.317 4.029 1.002
H 3.883 2.755 -0.073
H 4.914 1.572 1.889
H 4.339 2.857 2.953
H 2.838 0.950 3.104
H 1.970 2.290 2.285
H -1.648 3.269 -2.105
H -1.640 1.679 -2.922
H -5.647 1.188 1.364
H -4.914 2.086 0.011
H -6.067 -1.013 1.714
H -5.001 -0.251 2.937
H -4.874 -1.987 2.602
H -0.280 -2.424 0.093
H -1.196 -2.880 -1.353
H -1.606 -3.604 0.236
H 1.002 -1.075 -3.068
H 1.982 -3.320 -3.365
H 3.480 -4.262 -1.652
H 4.010 -2.940 0.388

17
Properties=species:S:1:pos:R:3 method="wB97M-V/def2-TZVPD" e_above_lowest_ev=4.287 total_charge=0 molar_mass_g_mol=94.16
C -1.166 0.734 -1.032
C -1.286 -0.747 -0.599
C 0.300 0.728 -1.381
C 1.269 0.625 -0.452
C 1.129 0.131 0.938
C -0.243 -0.116 1.517
C -0.742 -1.174 0.563
H -1.790 1.020 -1.889
H -1.359 1.455 -0.233
H -1.537 -1.407 -1.426
H 0.562 0.619 -2.434
H 2.305 0.685 -0.769
H 1.869 0.528 1.630
H 1.472 -1.247 0.811
H -0.101 -0.504 2.527
H -0.959 0.714 1.604
H 0.278 -2.043 0.625

Electronic energy, respectively: -3339.320133; -1500.054744; -272.560453 hartree.